This record from OMol25 describes a molecular structure, C36H73Cl33FNO8P2S2 at a distorted geometry. The level of theory is the ωB97M-V functional and the def2-TZVPD basis.

Properties
Gap between HOMO and LUMO in eV: 7.863

XYZ file:
```
156
C36H73Cl33FNO8P2S2 (the ωB97M-V functional and the def2-TZVPD basis)
C -2.13776 -6.49738 1.99991
S -2.93258 -5.02100 1.21289
O -3.71449 -5.53570 0.00956
O -3.99597 -4.52330 2.20319
P -1.53730 -3.42032 0.71030
C -0.85585 -4.36190 -0.79205
C -1.75939 -4.20421 -2.13538
O -1.92420 -5.18541 -2.90033
F -2.43554 -2.99813 -2.48064
C -0.90289 -3.51609 2.50039
S 0.63167 -4.51334 2.74905
O 1.13290 -5.21842 1.51317
O 0.51447 -5.47651 3.90486
O -2.96631 -2.42976 0.44218
N -3.07480 -1.47925 1.46383
O -4.23642 -1.42345 1.75867
P -0.34977 -1.60303 0.33933
O 1.18254 -1.65367 1.17927
Cl 0.24122 -1.47101 -1.71024
H -2.03012 -6.41205 3.15055
H -1.09453 -6.63333 1.51252
H -2.75438 -7.43043 1.76181
H 0.26493 -4.20295 -0.99731
H -0.95031 -5.49038 -0.53324
H -0.69360 -2.43023 2.85786
H -1.68383 -3.91940 3.26039
H 1.63841 -3.59034 3.11162
H 1.78992 -2.32065 0.75755
Cl -4.74364 2.63003 2.76971
C -3.18820 3.06793 2.01876
C -2.63861 1.95391 1.15026
Cl -2.12114 0.54392 2.10903
H -2.49147 3.33744 2.81503
H -3.36959 3.95730 1.41082
H -1.75944 2.30696 0.60705
H -3.37581 1.61350 0.41956
Cl 0.67893 -9.83212 3.65545
C 1.57068 -8.38644 4.19394
C 2.97826 -8.34079 3.63296
Cl 4.02080 -9.60988 4.32403
H 1.57225 -8.37668 5.28565
H 1.00609 -7.51859 3.84728
H 3.44255 -7.38275 3.87576
H 2.98131 -8.45472 2.54702
Cl 5.06164 -9.33906 -0.14454
C 4.19267 -10.86111 0.17610
C 2.81637 -10.87964 -0.45933
Cl 1.70310 -9.72926 0.31886
H 4.13717 -10.99789 1.25815
H 4.80271 -11.66689 -0.23774
H 2.37217 -11.87153 -0.35304
H 2.86155 -10.64014 -1.52370
Cl -2.76073 7.09474 1.87792
C -4.42004 7.73924 1.82626
C -5.41971 6.70707 1.34315
Cl -5.19871 6.31072 -0.37989
H -4.41889 8.62694 1.19027
H -4.67043 8.05025 2.84282
H -6.43460 7.09522 1.45093
H -5.34810 5.77957 1.91557
Cl -8.24576 9.72061 -4.75644
C -6.81361 9.38800 -3.74935
C -7.17356 8.68778 -2.45432
Cl -8.07850 9.74753 -1.34485
H -6.30211 10.33471 -3.56528
H -6.15120 8.75356 -4.34183
H -6.26393 8.38517 -1.93122
H -7.77487 7.79428 -2.63448
Cl -3.96126 4.94010 5.47922
C -3.58650 3.36349 6.21843
C -2.80406 3.50760 7.50861
Cl -1.15037 4.10712 7.22901
H -3.04346 2.76554 5.48381
H -4.54151 2.87240 6.41669
H -2.71000 2.53470 7.99530
H -3.29831 4.18916 8.20370
Cl 0.83091 -7.82619 -5.82375
C -0.81253 -7.13693 -5.86583
C -1.84421 -8.15271 -6.31120
Cl -1.65713 -8.59526 -8.02709
H -0.79679 -6.26415 -6.52170
H -1.04140 -6.79701 -4.85329
H -2.84771 -7.73739 -6.19907
H -1.78611 -9.06622 -5.71745
Cl -2.73620 -9.21062 -3.01400
C -2.98500 -10.90601 -3.49846
C -2.42736 -11.87237 -2.47369
Cl -0.64884 -11.82666 -2.41075
H -2.52773 -11.05054 -4.47949
H -4.06223 -11.05352 -3.60113
H -2.71020 -12.89465 -2.73298
H -2.80741 -11.65837 -1.47285
Cl 3.41146 -2.77345 1.74486
C 5.10950 -2.96020 2.25579
C 5.52705 -1.89756 3.25232
Cl 5.61020 -0.28175 2.51195
H 5.73540 -2.94021 1.36164
H 5.19671 -3.94994 2.70945
H 6.52384 -2.12275 3.63696
H 4.83945 -1.84729 4.09929
Cl -5.86393 6.61741 -6.03017
C -7.61870 6.38459 -5.82625
C -8.15276 5.26367 -6.69587
Cl -8.10567 5.67539 -8.42765
H -8.11333 7.33241 -6.04407
H -7.78588 6.14835 -4.77293
H -9.19710 5.06651 -6.44556
H -7.58841 4.34014 -6.55191
Cl 1.89155 -3.95763 -4.13783
C 0.73197 -3.05242 -5.14213
C 1.41988 -2.05056 -6.04764
Cl 2.14061 -0.70273 -5.13318
H 0.01470 -2.56668 -4.47724
H 0.19328 -3.78772 -5.74379
H 0.69361 -1.61377 -6.73612
H 2.20919 -2.51952 -6.63845
Cl -2.30482 9.96066 3.18832
C -0.74452 9.63866 3.98316
C -0.49177 10.57503 5.14793
Cl -0.21561 12.25207 4.61511
H 0.04146 9.71392 3.22930
H -0.77747 8.60591 4.33764
H 0.40496 10.26231 5.68672
H -1.32749 10.57623 5.85040
Cl 5.68108 3.35407 2.04625
C 7.20535 3.76156 1.21813
C 7.69247 2.63549 0.32893
Cl 8.23188 1.22169 1.26801
H 7.94489 4.02140 1.97805
H 7.00998 4.65104 0.61542
H 8.54968 2.97081 -0.25754
H 6.91545 2.30518 -0.36356
Cl -5.45642 11.92912 1.24381
C -4.52850 13.37142 0.76288
C -3.74476 13.95971 1.91974
Cl -4.80675 14.68461 3.15184
H -5.22573 14.09690 0.33945
H -3.84323 13.05756 -0.02746
H -3.09096 14.75567 1.55737
H -3.12401 13.20577 2.40872
Cl 5.21443 -0.35095 -1.88779
C 6.48787 -0.81309 -3.04480
C 7.78128 -0.06032 -2.80228
Cl 7.63580 1.67114 -3.19373
H 6.10718 -0.64301 -4.05378
H 6.65441 -1.88527 -2.92047
H 8.57053 -0.46344 -3.44020
H 8.10700 -0.14635 -1.76324
Cl 11.06261 3.17642 -1.25698
C 12.53328 2.82045 -0.31694
C 12.22168 2.12694 0.99511
Cl 11.38742 3.20164 2.14379
H 13.06861 3.75844 -0.15805
H 13.15684 2.17432 -0.93853
H 13.14951 1.80971 1.47555
H 11.59759 1.24356 0.84425
```